Record 1
Here is a cluster of 2 separate species, CHN3OS in total in a non-equilibrium geometry from OMol25. Energies are from ωB97M-V/def2-TZVPD.

Properties
- Relative energy (zero: lowest compared OMol25 entry of this formula, charge and spin): 7.603 eV
- Kohn-Sham gap: 7.151 eV
- F_max: 16.73 eV/Å
- LUMO: -1.8 eV

Element x y z (Å)
C -0.648 0.296 -0.246
H -0.007 -1.954 -0.223
N -0.013 1.310 0.530
N 1.041 0.943 0.905
N 0.360 -0.487 -0.274
O 1.285 -0.456 0.480
S -2.016 0.348 -1.172

Atoms 1-6, force components in eV/Å:
-2.2235 2.6547 -1.1005
0.8015 4.9545 -0.8962
-2.2338 1.6857 -0.4843
3.7928 1.6509 3.8963
-6.2038 -13.9284 -6.8913
5.7807 3.0277 4.6956

=====

Record 2
Here is the ion CHN4OS with charge +1 in a non-equilibrium geometry from OMol25. Energies are from ωB97M-V/def2-TZVPD.

Properties
- Relative energy (zero: lowest compared OMol25 entry of this formula, charge and spin): 1.271 eV
- Kohn-Sham gap: 8.068 eV
- F_max: 1.62 eV/Å
- LUMO: -5.9 eV
- Total charge: +1

Element x y z (Å)
H 0.345 0.743 1.097
N -0.442 0.381 0.563
N -0.367 -0.124 -0.489
N -0.632 -0.757 -1.425
S -0.995 -0.692 -3.030
C -0.922 -2.312 -3.471
N -0.970 -3.188 -4.248
O -0.991 -4.156 -4.884

Atoms 1-6, force components in eV/Å:
0.5642 -0.0381 -0.3356
-0.9337 0.4155 0.9893
0.0009 -0.4503 -1.2762
0.5449 -0.6060 1.3998
-0.2328 0.2007 -1.3016
-0.0011 0.5761 0.2206

=====

Record 3
Here is an isolated molecule of CHNO3 in a non-equilibrium geometry from OMol25. Energies are from ωB97M-V/def2-TZVPD.

Properties
- Relative energy (zero: lowest compared OMol25 entry of this formula, charge and spin): 4.785 eV
- Kohn-Sham gap (spin up / spin down): 8.669 / 8.669 eV
- F_max: 2.28 eV/Å
- LUMO (spin up / spin down): -2.7 / -2.7 eV

Element x y z (Å)
C 0.641 -0.753 0.020
N -0.068 0.348 0.535
O 0.546 -1.193 -1.086
O -1.553 1.862 0.039
O -0.871 0.876 -0.313
H 1.305 -1.140 0.805

Atomic forces in eV per Å
-0.0141 -0.3047 -0.7457
-0.9835 1.7228 1.1329
0.0853 -0.2136 -0.1883
0.0787 0.1277 0.4335
0.8635 -1.3185 -0.5726
-0.0300 -0.0136 -0.0598

=====

Record 4
Here is an isolated molecule of CHNO3 in a non-equilibrium geometry from OMol25. Energies are from ωB97M-V/def2-TZVPD.

Properties
- Relative energy (zero: lowest compared OMol25 entry of this formula, charge and spin): 1.860 eV
- Kohn-Sham gap: 9.794 eV
- F_max: 5.14 eV/Å
- LUMO: -0.7 eV

Element x y z (Å)
O 0.631 1.579 0.079
C 0.389 0.418 0.168
O 1.341 -0.617 0.087
N 2.681 -0.578 0.149
O 3.345 0.389 -0.172
H -0.656 -0.135 0.460

Atomic forces in eV per Å
-0.5456 -1.1257 0.0488
-0.9930 0.1047 0.6940
-2.3889 0.2948 -0.1723
4.9087 1.4465 -0.4605
-3.3631 -2.0850 0.7701
2.3818 1.3646 -0.8802

=====

Record 5
Here is a cluster of 2 separate species, CHNO3 in total in a non-equilibrium geometry from OMol25. Energies are from ωB97M-V/def2-TZVPD.

Properties
- Relative energy (zero: lowest compared OMol25 entry of this formula, charge and spin): 10.855 eV
- Kohn-Sham gap (spin up / spin down): 4.667 / 4.739 eV
- F_max: 3.88 eV/Å
- LUMO (spin up / spin down): -4.8 / -4.9 eV

Element x y z (Å)
C -0.465 1.355 0.171
N 0.550 0.790 0.166
O -1.603 -0.888 -0.270
O 1.616 0.076 0.370
O 2.315 -0.194 -0.686
H -2.414 -1.138 0.249

Atomic forces in eV per Å
-3.3355 0.9068 -0.0354
3.1823 -2.2244 -0.0018
0.1254 0.2742 0.3860
-0.4890 0.3041 -0.1120
-0.3138 0.0711 0.0795
0.8307 0.6682 -0.3164

=====

Record 6
Here is a cluster of 2 separate species, CHNO3S in total in a non-equilibrium geometry from OMol25. Energies are from ωB97M-V/def2-TZVPD.

Properties
- Relative energy (zero: lowest compared OMol25 entry of this formula, charge and spin): 6.657 eV
- Kohn-Sham gap: 8.764 eV
- F_max: 2.81 eV/Å
- LUMO: -0.2 eV

Element x y z (Å)
O 0.924 0.897 0.808
S 1.885 0.070 0.155
C 0.882 -0.955 -0.958
O 1.131 -1.517 0.101
N -1.265 0.303 -0.146
O -1.723 1.274 -0.662
H -1.834 -0.072 0.703

Atoms 1-6, force components in eV/Å:
-0.7134 2.0918 1.6367
1.7160 0.0483 -0.1231
-0.8664 -0.2490 -2.6615
0.3045 -1.8466 1.3876
-0.2717 -0.5061 -0.4086
-0.2336 -0.4315 0.7254